No. 1
ORCA calculation (ωB97M-V/def2-TZVPD) on 7 unconnected molecules or ions with the total composition C16H45N11O7 at a distorted geometry.

```
! RIJCOSX wB97M-V def2-TZVPD def2/J DEFGRID3
* xyz 0 1
C 4.26369 0.83924 -0.08458
C 5.44795 0.23650 0.62517
C 5.23347 0.04595 2.18010
C 5.62633 -1.15594 -0.09675
C 6.36229 -1.11535 -1.47543
C 7.66272 -0.36038 -1.42238
C 7.67083 1.03538 -0.59729
C 9.14887 1.35379 -0.06322
C 7.41048 2.07484 -1.73278
N 6.72047 1.07096 0.48918
O 6.63997 2.33409 1.12283
H 3.38141 0.29413 0.25087
H 4.16425 1.90909 0.09884
H 4.41720 0.81122 -1.16336
H 4.28493 -0.40106 2.47767
H 6.12181 -0.35880 2.66500
H 5.15385 1.03131 2.63927
H 6.08006 -1.95248 0.49297
H 4.63871 -1.57210 -0.29552
H 6.46661 -2.12962 -1.86076
H 5.67007 -0.62504 -2.15992
H 7.83650 -0.25663 -2.49342
H 8.51435 -0.96211 -1.10497
H 9.89001 1.02532 -0.79187
H 9.43787 0.76635 0.80827
H 9.22444 2.40636 0.20967
H 7.38872 3.06589 -1.27952
H 6.40063 1.93474 -2.11836
H 8.17234 2.05665 -2.51210
H 6.70575 2.90675 0.35514
N -9.57654 0.32435 -3.38885
C -8.33261 0.01328 -3.09939
N -8.35590 -0.99816 -2.29390
O -7.37332 0.52210 -3.65385
H -10.35975 -0.02425 -2.85484
H -9.63511 1.01464 -4.12381
H -9.26560 -1.41073 -2.14449
H -7.46776 -1.38023 -2.00178
N 1.56896 -6.47903 2.88028
C 0.36578 -6.91408 3.02688
N 0.31581 -8.08984 3.55549
O -0.64441 -6.30998 2.55305
H 1.81031 -5.99895 2.02508
H 2.23916 -6.97463 3.45064
H 1.14252 -8.38801 4.05323
H -0.53487 -8.63427 3.54975
N -3.94529 -7.84278 -0.98464
C -4.49308 -7.12585 -1.91307
N -3.81956 -6.02532 -1.95523
O -5.22414 -7.48622 -2.81362
H -4.03514 -8.84780 -0.94027
H -3.35196 -7.33693 -0.34263
H -4.10495 -5.39481 -2.69084
H -2.91448 -5.91711 -1.52025
N -5.84762 6.64566 3.94792
C -6.55511 6.31482 4.99823
N -5.88167 6.55585 6.10677
O -7.70892 5.97256 4.98899
H -6.15625 6.69021 2.98726
H -4.91732 6.80356 4.30808
H -4.98747 7.00428 5.96738
H -6.37444 6.38161 6.97101
N -3.00079 5.20289 -4.26931
C -2.11247 5.09431 -5.21297
N -2.69519 4.86367 -6.34512
O -0.89345 5.11193 -5.11408
H -2.58837 4.96322 -3.37904
H -3.91574 4.95011 -4.61438
H -2.23176 4.68135 -7.22381
H -3.58333 5.33962 -6.27609
C -3.17466 1.15940 3.07255
C -3.61987 0.89880 1.61071
O -3.67481 -0.50187 1.35324
H -3.23629 0.18322 3.55356
H -3.85339 1.86059 3.55809
H -2.16552 1.56989 3.03730
H -2.91538 1.45043 0.98822
H -4.61122 1.28088 1.36712
H -3.44351 -1.08182 2.08246
*
```

Output
Electronic energy   -1765.5521 Ha

Now the Mulliken charges, all in e: -1.79, 1.41, -1.75, -1.16, -0.82, -0.97, 1.05, -1.69, -1.76, 0.35, -0.44, 0.47, 0.33, 0.35, 0.38, 0.40, 0.43, 0.40, 0.43, 0.40, 0.31, 0.34, 0.46, 0.41, 0.42, 0.30, 0.57, 0.33, 0.43, 0.40, -0.42, 0.68, -0.38, -0.66, 0.17, 0.21, 0.17, 0.22, -0.36, 0.65, -0.36, -0.68, 0.22, 0.16, 0.15, 0.22, -0.36, 0.67, -0.42, -0.65, 0.20, 0.18, 0.21, 0.17, -0.35, 0.65, -0.39, -0.63, 0.20, 0.14, 0.16, 0.22, -0.42, 0.63, -0.42, -0.65, 0.25, 0.22, 0.22, 0.18, -0.86, -0.04, -0.54, 0.27, 0.24, 0.24, 0.18, 0.22, 0.29


No. 2
ORCA calculation (ωB97M-V/def2-TZVPD) on a single C15H18O molecule at a distorted geometry.

```
! RIJCOSX wB97M-V def2-TZVPD def2/J DEFGRID3
* xyz 0 1
C 0.83451 -1.89588 2.58210
C 1.12959 -0.60954 1.83557
C 2.53910 -0.50283 1.47765
C 3.12691 0.31451 0.53350
C 2.23198 1.20336 -0.10015
C 0.84776 1.02981 0.00949
C -0.07416 2.07257 -0.50812
C -0.98071 1.61119 -1.56911
O -1.17718 2.25194 -2.71817
C -2.27030 1.63552 -3.33326
C -2.76651 0.57420 -2.61013
C -1.87877 0.56866 -1.43248
C -2.17664 -0.32639 -0.25054
C -1.21650 -0.39198 0.93576
C 0.31639 -0.36942 0.58844
C 0.64837 -1.38618 -0.49180
H 0.31444 -2.53053 1.88724
H 1.69085 -2.41677 3.00079
H 0.07192 -1.76167 3.44668
H 0.85213 0.16053 2.61979
H 3.26004 -1.09679 2.03726
H 4.18907 0.37274 0.32247
H 2.65107 1.98313 -0.66892
H -0.68972 2.54322 0.25699
H 0.56329 2.76468 -0.76880
H -2.64700 1.76239 -4.35136
H -3.48423 -0.19824 -2.89941
H -2.05520 -1.30323 -0.68451
H -3.10002 -0.17278 0.19149
H -1.51434 0.39195 1.57849
H -1.53580 -1.34402 1.38421
H 0.52389 -2.37032 -0.10327
H 0.10988 -1.17540 -1.41249
H 1.66591 -1.38841 -0.78541
*
```

Output
Energy relative to the best compared isomer or geometry (same formula, charge and spin)   323.2 kJ/mol
Electronic energy   -657.4940 Ha

Now the natural (NBO) charges, all in e: -0.60, -0.29, -0.13, -0.24, -0.26, 0.11, -0.50, 0.29, -0.40, 0.06, -0.30, -0.12, -0.41, -0.39, -0.04, -0.64, 0.20, 0.22, 0.21, 0.23, 0.20, 0.22, 0.20, 0.22, 0.23, 0.21, 0.23, 0.20, 0.21, 0.20, 0.21, 0.20, 0.23, 0.23


No. 3
ORCA calculation (ωB97M-V/def2-TZVPD) on a molecular structure, C13H25N2O2 at a distorted geometry.

```
! RIJCOSX wB97M-V def2-TZVPD def2/J DEFGRID3
* xyz 1 1
O 2.74909 -0.59902 2.52618
C 2.37326 0.10438 1.59571
N 2.89390 -0.10215 0.34078
H 3.77092 -0.81646 0.40432
C 2.85423 0.49932 -0.89900
H 2.39183 1.27533 -0.95776
H 3.83010 0.24838 -1.54745
C 1.81330 -0.51068 -1.82022
C 1.78371 -0.26790 -3.34841
H 2.51924 -0.90711 -3.76571
C 0.24001 -0.80256 -3.82487
H -0.01829 -0.20480 -4.70198
C -0.31732 -0.18395 -2.27406
H -1.40620 -0.93882 -2.26450
H -0.67389 0.87980 -2.48877
O 0.53489 -0.62621 -1.31575
H 0.35449 -1.88571 -3.60810
H 1.97590 0.62699 -3.45501
H 1.97797 -1.59760 -1.58889
C 1.35969 1.03918 1.49921
N 0.08616 0.67968 1.16281
C -0.93674 1.50322 0.90925
C -2.40329 1.12233 0.51197
H -2.22535 0.37405 -0.35328
C -3.22835 0.68653 1.53404
H -4.25459 0.59390 1.52988
H -2.79662 0.95232 2.78218
C -2.96476 -1.01975 1.67482
H -3.32429 -1.68063 0.98944
H -3.17778 -1.46245 2.79545
C -1.43837 -1.39011 1.51587
C -0.31702 -0.31924 2.17252
H -0.82217 0.03107 3.06281
H 0.64731 -0.94684 2.57346
H -1.13347 -2.40415 2.09334
H -1.28942 -1.61676 0.42308
H -2.90832 2.24904 0.29353
H -0.58053 2.11058 0.31481
H -1.06154 2.17802 1.95522
H 0.13351 0.00544 0.10680
H 1.33945 1.38475 2.69648
H 1.64934 1.73856 0.74982
*
```

Output
Energy relative to the best compared isomer or geometry (same formula, charge and spin)   0.0 kJ/mol
Electronic energy   -769.6273 Ha

Now the natural (NBO) charges, all in e: -0.56, 0.64, -0.62, 0.43, -0.19, 0.16, 0.24, 0.09, -0.42, 0.23, -0.41, 0.26, -0.13, 0.20, 0.21, -0.56, 0.23, 0.18, 0.20, -0.32, -0.46, -0.17, -0.44, 0.24, -0.39, 0.25, 0.20, -0.41, 0.21, 0.22, -0.44, -0.29, 0.24, 0.28, 0.25, 0.20, 0.26, 0.18, 0.19, 0.52, 0.27, 0.23